# 1
Formula: C3F6O2S
Source: the Open Molecules 2025 dataset
Level of theory: ωB97M-V/def2-TZVPD

Computed properties:
M, g mol⁻¹: 214.1
LUMO, Ha: -0.030
Relative energy (zero: lowest compared OMol25 entry of this formula, charge and spin), eV: 0.000

Element x y z (Å)
C  -0.0844  1.6162  -0.0089
C  0.3213  0.3276  0.3193
C  1.4739  -0.5506  0.0277
O  -1.2776  1.8164  -0.1306
O  -2.1953  -0.3157  1.2546
F  0.8050  2.5993  -0.0719
F  -1.3220  -2.1280  -0.0952
F  1.2622  -1.2999  -1.0819
F  2.6037  0.1168  -0.1597
F  1.6828  -1.4425  1.0086
F  -1.9640  -0.2760  -1.2492
S  -1.3058  -0.4636  0.1873


# 2
Formula: C3F8IOP
Source: the Open Molecules 2025 dataset
Level of theory: ωB97M-V/def2-TZVPD

Computed properties:
SMILES: FP(F)OC(I)(C(F)(F)F)C(F)(F)F
M, g mol⁻¹: 361.9
LUMO, Ha: -0.023
Relative energy (zero: lowest compared OMol25 entry of this formula, charge and spin), eV: 1.098

Element x y z (Å)
C  -0.7338  -0.0398  -0.0179
C  -0.2738  -0.3460  -1.4647
C  -0.5434  -1.0756  1.0502
O  0.3266  0.9954  0.6166
F  -1.1951  -1.1467  -1.9675
F  0.9573  -0.8702  -1.5371
F  -0.1319  0.7814  -2.1772
F  0.6867  -1.6287  1.1691
F  -1.4392  -2.0815  0.9249
F  -0.7330  -0.4576  2.2337
F  2.5875  0.6009  0.4207
F  1.6093  2.6941  1.0548
P  1.4946  1.6845  -0.2039
I  -2.6119  0.8898  -0.1018


# 3
Formula: C3F9NaO9S3
Source: the Open Molecules 2025 dataset
Level of theory: ωB97M-V/def2-TZVPD

Computed properties:
M, g mol⁻¹: 470.2
LUMO, Ha: 0.053
Relative energy (zero: lowest compared OMol25 entry of this formula, charge and spin), eV: 4.432
Net charge: -2

Element x y z (Å)
Na  -3.6350  0.7365  1.4758
C  2.4692  4.4757  0.9475
F  3.3468  4.9806  0.1355
F  3.1163  3.9032  1.8750
F  1.7630  5.4194  1.5338
S  1.1178  3.3002  0.0674
O  -0.0730  3.2448  0.9104
O  0.9103  3.8204  -1.2992
O  1.8161  2.0192  -0.0503
C  1.2096  -1.9564  4.4862
F  1.4130  -0.6532  4.2858
F  2.3618  -2.5025  4.7320
F  0.3915  -2.1076  5.5203
S  0.4021  -2.7075  2.9280
O  -0.8280  -2.0396  2.6585
O  1.3423  -2.3607  1.8442
O  0.3174  -4.1548  3.1164
C  -2.4886  -2.2769  -5.0413
F  -2.2350  -1.9031  -6.3296
F  -3.8127  -2.4175  -4.9120
F  -1.9748  -3.5083  -4.8996
S  -1.8575  -1.0437  -3.7170
O  -2.8474  -0.8691  -2.6304
O  -0.5941  -1.5995  -3.1966
O  -1.6312  0.2007  -4.4408


# 4
Formula: C3FeLiO3
Source: the Open Molecules 2025 dataset
Level of theory: ωB97M-V/def2-TZVPD

Computed properties:
<S²>: 8.771
M, g mol⁻¹: 146.8
LUMO (spin up / spin down), Ha: -0.790 / -0.845
2S+1: 6
Relative energy (zero: lowest compared OMol25 entry of this formula, charge and spin), eV: 0.000
Net charge: +4

Element x y z (Å)
C  -0.7124  -0.2379  -0.4336
C  -1.9440  -0.2970  0.0921
O  -3.0355  -0.3048  0.4140
O  0.4728  0.6649  -0.0194
C  0.6067  -0.6315  -0.4854
O  1.2716  -1.5556  -0.1461
Fe  1.1339  2.4298  0.1751
Li  2.9948  -2.1297  0.5849